(1)
ORCA calculation (ωB97M-V with the def2-TZVPD basis set) on an isolated ion of composition C4H13N2O and charge +1 at a distorted geometry.

Summary:
SMILES string   CNC[C@@H]([NH3+])CO
Gap between HOMO and LUMO   9.59 eV
LUMO level   -3.5 eV
Total charge   +1
Energy relative to the best compared isomer or geometry (same formula, charge and spin)   2.456 eV
Strongest force on any atom   0.057 hartree/bohr
Multiplicity   1

CARTESIAN COORDINATES (ANGSTROEM)
C1 -1.685 2.490 1.029
N1 -1.173 1.106 0.990
C2 -0.005 1.008 0.057
C3 0.077 -0.478 -0.327
N2 0.068 -0.711 -1.790
C4 1.360 -1.047 0.271
O1 1.227 -2.465 -0.012
H1 -2.240 2.684 0.101
H2 -0.986 3.293 1.279
H3 -2.464 2.498 1.821
H4 -0.814 0.961 1.933
H5 0.873 1.393 0.581
H6 -0.080 1.701 -0.803
H7 -0.721 -1.027 0.188
H8 0.265 -1.706 -1.957
H9 0.809 -0.185 -2.260
H10 -0.820 -0.419 -2.201
H11 1.562 -0.847 1.319
H12 2.290 -0.712 -0.246
H13 2.088 -2.805 -0.239



(2)
ORCA calculation (ωB97M-V with the def2-TZVPD basis set) on C19H18BrCeN8O3S as an isolated structure at a distorted geometry.

Summary:
Gap between HOMO and LUMO (spin up / spin down)   6.28 / 6.51 eV
Expectation value of S²   0.75
LUMO level (spin up / spin down)   -1.0 / -1.0 eV
Energy relative to the best compared isomer or geometry (same formula, charge and spin)   0.375 eV
Strongest force on any atom   0.099 hartree/bohr
Multiplicity   2

CARTESIAN COORDINATES (ANGSTROEM)
Ce1 1.009 0.536 0.064
N1 -1.045 -3.766 -1.155
C1 -0.588 -2.606 -0.566
S1 -0.813 -1.148 -1.487
N2 0.060 -2.777 0.552
N3 0.490 -1.622 1.178
C2 0.977 -1.823 2.357
C3 1.292 -0.777 3.300
C4 1.926 -1.128 4.507
C5 2.142 -0.217 5.508
C6 1.688 1.097 5.342
C7 1.052 1.475 4.188
C8 0.853 0.573 3.116
O1 0.279 0.984 2.024
H1 -1.758 -3.628 -1.849
H2 -1.201 -4.528 -0.512
H3 1.081 -2.857 2.693
H4 2.243 -2.158 4.637
H5 2.641 -0.512 6.421
H6 1.837 1.819 6.135
H7 0.695 2.486 4.042
Br1 -1.054 2.776 -0.379
C9 0.178 3.991 -1.278
C10 -0.252 5.281 -1.381
C11 0.561 6.226 -2.033
C12 1.763 5.840 -2.551
C13 2.213 4.504 -2.437
C14 3.467 4.122 -2.966
C15 3.894 2.831 -2.853
C16 3.085 1.871 -2.208
C17 1.848 2.153 -1.652
C18 1.417 3.515 -1.779
H8 -1.209 5.570 -0.969
H9 0.219 7.249 -2.120
H10 2.395 6.555 -3.065
H11 4.078 4.870 -3.456
H12 4.861 2.542 -3.250
H13 3.472 0.853 -2.164
N4 2.300 -2.013 -1.748
N5 3.062 -2.649 -0.772
C19 3.416 -1.959 0.321
N6 4.110 -2.556 1.280
N7 3.060 -0.665 0.302
N8 3.313 0.160 1.310
O2 2.786 1.275 1.192
O3 4.059 -0.118 2.244
H14 1.364 -2.397 -1.818
H15 2.769 -2.058 -2.642
H16 3.102 -3.656 -0.739
H17 4.303 -3.541 1.253
H18 4.343 -1.983 2.080



(3)
ORCA calculation (ωB97M-V with the def2-TZVPD basis set) on C35H38AsIrN4O3S as an isolated structure.

Summary:
Gap between HOMO and LUMO (spin up / spin down)   7.84 / 7.64 eV
Expectation value of S²   0.75
LUMO level (spin up / spin down)   -1.8 / -2.2 eV
Total charge   +1
Energy relative to the best compared isomer or geometry (same formula, charge and spin)   0.000 eV
Strongest force on any atom   0.008 hartree/bohr
Multiplicity   2

CARTESIAN COORDINATES (ANGSTROEM)
Ir1 0.961 -1.679 0.067
O1 0.536 -1.859 2.039
N1 0.650 -3.096 2.550
C1 0.383 -3.213 3.872
C2 0.438 -4.428 4.487
C3 0.778 -5.555 3.725
C4 1.054 -5.407 2.392
C5 0.997 -4.144 1.781
S1 1.348 -3.871 0.110
H1 0.129 -2.280 4.352
H2 0.225 -4.495 5.543
H3 0.828 -6.532 4.185
H4 1.328 -6.249 1.772
N2 1.445 -1.518 -2.000
C6 0.831 -0.538 -2.878
C7 -0.009 -0.968 -3.892
C8 -0.603 -0.043 -4.738
C9 -0.342 1.309 -4.581
C10 0.506 1.731 -3.565
C11 1.084 0.814 -2.701
H5 2.454 -1.370 -1.991
H6 1.299 -2.431 -2.421
H7 -0.207 -2.026 -4.020
H8 -1.261 -0.385 -5.525
H9 -0.791 2.032 -5.249
H10 0.717 2.786 -3.440
H11 1.716 1.144 -1.889
O2 0.125 0.286 0.039
As1 -1.550 0.292 0.069
C12 -2.077 2.128 0.067
C13 -1.422 2.994 -0.804
C14 -1.766 4.336 -0.825
C15 -2.757 4.811 0.026
C16 -3.408 3.947 0.894
C17 -3.070 2.600 0.917
C18 -2.339 -0.555 -1.464
C19 -3.072 0.204 -2.368
C20 -3.625 -0.398 -3.490
C21 -3.452 -1.757 -3.705
C22 -2.727 -2.519 -2.797
C23 -2.167 -1.923 -1.679
C24 -2.288 -0.521 1.641
C25 -1.835 -0.083 2.883
C26 -2.331 -0.658 4.040
C27 -3.269 -1.681 3.958
C28 -3.718 -2.119 2.722
C29 -3.231 -1.536 1.558
H12 -0.646 2.619 -1.461
H13 -1.264 5.011 -1.504
H14 -3.023 5.860 0.010
H15 -4.180 4.318 1.554
H16 -3.585 1.927 1.591
H17 -3.218 1.265 -2.205
H18 -4.193 0.197 -4.192
H19 -3.889 -2.227 -4.576
H20 -2.600 -3.582 -2.958
H21 -1.593 -2.520 -0.978
H22 -1.089 0.701 2.948
H23 -1.990 -0.308 5.006
H24 -3.656 -2.130 4.864
H25 -4.452 -2.911 2.658
H26 -3.599 -1.873 0.598
C30 2.120 0.973 2.451
N3 2.878 1.562 1.362
C31 3.047 3.005 1.369
C32 4.399 3.366 0.791
C33 4.498 2.781 -0.601
N4 4.124 1.373 -0.601
C34 4.628 0.592 -1.712
C35 3.334 0.787 0.347
O3 3.059 -0.428 0.273
H27 1.070 1.263 2.388
H28 2.539 1.315 3.399
H29 2.179 -0.108 2.395
H30 2.956 3.347 2.399
H31 2.242 3.486 0.798
H32 5.183 2.949 1.425
H33 4.532 4.447 0.756
H34 5.519 2.857 -0.980
H35 3.855 3.334 -1.297
H36 4.210 0.947 -2.659
H37 4.377 -0.453 -1.561
H38 5.715 0.675 -1.764



(4)
ORCA calculation (ωB97M-V with the def2-TZVPD basis set) on C53H37N6O14P2Zr as an isolated structure at a distorted geometry.

Summary:
Gap between HOMO and LUMO   5.45 eV
LUMO level   0.8 eV
Total charge   -1
Strongest force on any atom   0.049 hartree/bohr
Multiplicity   1

CARTESIAN COORDINATES (ANGSTROEM)
Zr1 0.101 -0.339 -0.450
C1 -0.462 -1.306 7.274
C2 -1.698 -1.141 6.662
C3 -1.774 -0.948 5.292
C4 -0.617 -0.914 4.515
C5 0.619 -1.075 5.134
C6 0.692 -1.268 6.507
C7 -0.733 -0.731 3.039
C8 -1.034 0.531 2.539
C9 -1.408 1.655 3.353
C10 -1.906 2.589 2.509
C11 -1.778 2.055 1.177
N1 -1.220 0.810 1.211
C12 -2.237 2.685 0.012
C13 -1.990 2.199 -1.267
C14 -2.226 2.965 -2.464
C15 -1.628 2.296 -3.476
C16 -1.101 1.078 -2.914
C17 -0.569 0.032 -3.702
C18 0.245 0.388 -4.877
C19 0.523 -0.475 -5.943
C20 1.387 -0.108 -6.961
C21 2.009 1.131 -6.951
C22 1.778 1.988 -5.886
C23 0.929 1.618 -4.857
C24 -0.808 -1.295 -3.277
N2 -0.941 -1.619 -1.957
C25 -1.221 -2.958 -1.903
C26 -1.268 -3.729 -0.741
C27 -1.378 -5.202 -0.892
C28 -0.435 -5.902 -1.649
C29 -0.511 -7.279 -1.781
C30 -1.527 -7.986 -1.155
C31 -2.468 -7.302 -0.399
C32 -2.394 -5.924 -0.266
C33 -1.092 -3.216 0.553
C34 -0.861 -4.041 1.710
C35 -0.630 -3.207 2.750
C36 -0.739 -1.871 2.236
N3 -1.009 -1.895 0.892
C37 -1.398 -3.459 -3.237
C38 -1.103 -2.441 -4.085
N4 -1.355 1.024 -1.580
C39 -3.081 3.906 0.142
C40 -2.616 5.102 0.679
C41 -3.457 6.196 0.812
C42 -4.783 6.114 0.412
C43 -5.255 4.930 -0.136
C44 -4.412 3.839 -0.272
H1 -0.401 -1.458 8.344
H2 -2.603 -1.166 7.256
H3 -2.734 -0.821 4.807
H4 1.520 -1.029 4.538
H5 1.658 -1.392 6.980
H6 -1.333 1.700 4.427
H7 -2.318 3.552 2.761
H8 -2.738 3.912 -2.502
H9 -1.606 2.559 -4.520
H10 0.082 -1.457 -5.982
H11 1.587 -0.805 -7.765
H12 2.682 1.413 -7.751
H13 2.281 2.947 -5.838
H14 0.829 2.267 -3.999
H15 0.372 -5.350 -2.115
H16 0.232 -7.804 -2.369
H17 -1.585 -9.063 -1.251
H18 -3.266 -7.845 0.094
H19 -3.136 -5.396 0.320
H20 -0.851 -5.117 1.716
H21 -0.413 -3.460 3.776
H22 -1.727 -4.451 -3.496
H23 -1.200 -2.461 -5.157
H24 -1.582 5.190 0.980
H25 -3.070 7.118 1.228
H26 -5.441 6.966 0.527
H27 -6.287 4.855 -0.459
H28 -4.783 2.912 -0.693
C45 4.199 0.311 -0.291
C46 3.783 -1.043 -0.833
O1 4.951 -1.766 -1.198
P1 2.726 -2.149 0.249
O2 3.299 -3.610 -0.038
O3 3.025 -2.126 1.787
O4 1.301 -2.162 -0.250
P2 2.691 -0.964 -2.330
O5 3.548 -0.101 -3.393
O6 2.580 -2.361 -2.810
O7 1.466 -0.118 -2.003
H29 4.580 0.235 0.729
H30 3.363 1.008 -0.322
H31 4.996 0.689 -0.930
H32 4.709 -2.372 -1.913
H33 2.974 -3.910 -0.904
H34 2.936 -1.249 2.247
H35 3.239 0.818 -3.416
O8 2.662 0.392 2.864
C47 1.952 0.772 1.929
O9 1.573 -0.047 1.010
C48 1.613 2.204 1.733
C49 1.763 3.107 2.748
C50 1.523 4.464 2.526
C51 1.232 4.929 1.252
C52 1.109 4.044 0.208
C53 1.169 2.611 0.416
O10 0.892 1.789 -0.494
N5 0.845 4.591 -1.107
O11 0.355 5.715 -1.162
O12 1.211 3.977 -2.091
N6 1.602 5.400 3.615
O13 1.398 6.585 3.382
O14 1.861 4.971 4.729
H36 2.065 2.777 3.733
H37 1.129 5.988 1.072



Q: Look up the multiplicity of the second one.
A: 2